[1]
{"formula": "C5H10O2", "method": "ωB97M-V/def2-TZVPD", "energy_ev": -9439.987, "homo_ha": -0.3541, "relative_energy_ev": 3.056, "gap_ev": 10.3, "spin_multiplicity": 1, "elements": ["O", "O", "C", "C", "C", "C", "C", "H", "H", "H", "H", "H", "H", "H", "H", "H", "H"], "xyz": [[-0.80, 1.51, -0.18], [1.40, 1.56, -0.95], [0.03, -0.35, 1.13], [-2.01, -0.51, -0.51], [-0.77, 0.22, -0.06], [1.51, -0.22, 0.70], [1.47, 0.28, -0.76], [-2.38, -0.08, -1.44], [0.20, -0.16, -0.97], [-1.83, -1.58, -0.65], [-0.24, -1.40, 1.31], [2.06, 0.52, 1.29], [-0.22, 0.22, 2.04], [0.30, 1.82, -0.46], [2.04, -1.17, 0.78], [2.01, -0.28, -1.52], [-2.79, -0.39, 0.25]], "nbo_charge": [-0.6792, -0.6688, -0.4668, -0.6596, 0.3989, -0.4687, 0.1959, 0.2360, 0.1085, 0.2156, 0.2118, 0.2307, 0.2305, 0.4806, 0.2158, 0.1857, 0.2333]}


[2]
{"formula": "C2H2N2O", "method": "ωB97M-V/def2-TZVPD", "s_squared": 2.0143, "energy_ev": -7125.372, "homo_ha": [-0.2505, -0.3993], "relative_energy_ev": 5.001, "gap_ev": [6.9, 7.2], "spin_multiplicity": 3, "elements": ["O", "N", "N", "C", "C", "H", "H"], "xyz": [[0.04, -2.04, -1.38], [1.50, 1.66, 1.23], [0.23, -1.22, -0.60], [0.58, -0.38, 0.15], [1.08, 0.71, 0.76], [-1.95, 0.35, -0.14], [-1.49, 0.92, -0.01]], "nbo_charge": [-0.1283, -0.2392, 0.0937, 0.2019, 0.0706, -0.0018, 0.0030]}


[3]
{"formula": "C2H9N2O2P", "method": "ωB97M-V/def2-TZVPD", "energy_ev": -18581.274, "homo_ha": [-0.2657, -0.2371], "relative_energy_ev": 4.158, "gap_ev": [7.9, 7.2], "spin_multiplicity": 1, "elements": ["P", "O", "O", "N", "N", "C", "C", "H", "H", "H", "H", "H", "H", "H", "H", "H"], "xyz": [[-2.15, -0.65, -0.21], [-2.88, -1.08, 1.24], [-3.21, 0.62, -0.41], [-0.06, 1.97, 0.51], [-0.04, 0.67, 0.28], [0.75, 0.35, -0.78], [1.64, -0.83, -0.53], [-4.03, 0.36, 0.07], [1.25, -1.74, -0.13], [0.19, 0.12, -1.70], [-0.22, 2.61, -0.38], [2.20, -1.01, -1.52], [1.32, 1.18, -1.06], [2.48, -0.45, 0.14], [-0.78, 2.12, 1.15], [-2.75, -2.02, 1.45]], "nbo_charge": [1.1443, -1.0141, -1.0042, -0.5807, -0.3135, -0.2848, -0.5967, 0.5007, 0.2151, 0.1727, 0.3068, 0.2008, 0.1881, 0.2044, 0.3637, 0.4972]}


[4]
{"formula": "C4H13N3", "method": "ωB97M-V/def2-TZVPD", "s_squared": 0.7551, "energy_ev": -8819.512, "homo_ha": [-0.4781, -0.4780], "total_charge": 1, "relative_energy_ev": 1.492, "gap_ev": [10.1, 5.0], "spin_multiplicity": 2, "elements": ["N", "N", "N", "C", "C", "C", "C", "H", "H", "H", "H", "H", "H", "H", "H", "H", "H", "H", "H", "H"], "xyz": [[2.32, 2.04, 0.87], [0.14, 1.02, 0.61], [-0.54, -1.17, -1.19], [1.44, 1.04, 1.28], [-1.19, -2.19, -2.07], [-0.76, -0.05, 0.96], [-1.53, -0.66, -0.23], [-0.38, -2.70, -2.60], [-1.68, -2.94, -1.47], [-1.46, 0.12, 1.77], [-0.12, -0.90, 1.23], [2.82, 2.58, 1.56], [-2.22, -1.41, 0.11], [0.31, 1.01, -0.40], [-1.70, -1.71, -2.89], [-0.33, -0.39, -1.80], [1.89, 0.06, 1.04], [1.22, 1.06, 2.35], [2.16, 2.49, -0.02], [-2.06, 0.14, -0.74]], "nbo_charge": [-0.7295, -0.2264, -0.6381, -0.1064, -0.4277, -0.2958, -0.2324, 0.2153, 0.2133, 0.2570, 0.2495, 0.4229, 0.2333, 0.3898, 0.1966, 0.3390, 0.2993, 0.2532, 0.4004, 0.1866]}